(1)
{"formula": "C34H44Cl2N3O2P3W", "method": "the ωB97M-V functional and the def2-TZVPD basis", "multiplicity": 3, "e_homo_ev": [-11.49, -12.34], "total_charge": 2, "gap_ev": [6.23, 3.87], "elements": ["P", "C", "C", "H", "C", "H", "C", "H", "C", "H", "C", "H", "C", "C", "H", "C", "H", "C", "H", "C", "H", "C", "H", "C", "C", "H", "C", "H", "C", "H", "C", "H", "C", "H", "W", "C", "C", "H", "C", "O", "H", "C", "H", "C", "Cl", "Cl", "P", "C", "H", "H", "H", "C", "H", "H", "H", "C", "H", "H", "H", "P", "C", "C", "H", "H", "H", "H", "H", "H", "C", "H", "H", "H", "H", "C", "N", "C", "C", "C", "N", "C", "O", "N", "H", "H", "H", "H", "H", "H", "H"], "positions_angstrom": [[3.060, 1.137, -2.401], [1.863, 1.517, -3.654], [2.219, 2.817, -4.136], [2.723, 3.508, -3.451], [2.074, 3.138, -5.480], [2.586, 4.015, -5.855], [1.364, 2.300, -6.348], [1.332, 2.536, -7.420], [0.791, 1.145, -5.807], [0.193, 0.548, -6.495], [0.995, 0.744, -4.469], [0.437, -0.115, -4.086], [2.738, 2.041, -0.905], [1.788, 3.073, -0.696], [0.859, 3.111, -1.268], [1.990, 4.012, 0.323], [1.302, 4.840, 0.461], [3.086, 3.976, 1.183], [3.339, 4.808, 1.853], [3.928, 2.875, 1.064], [4.817, 2.822, 1.680], [3.705, 1.873, 0.125], [4.318, 0.967, 0.140], [3.125, -0.652, -2.124], [4.348, -0.864, -2.816], [4.737, -0.007, -3.395], [5.085, -2.034, -2.713], [6.033, -2.054, -3.223], [4.637, -3.116, -1.956], [5.263, -4.015, -1.876], [3.409, -2.948, -1.316], [3.069, -3.813, -0.747], [2.639, -1.762, -1.374], [1.659, -1.813, -0.889], [-2.762, -0.650, 0.529], [-1.830, -0.314, 2.493], [-0.569, 0.173, 2.691], [-2.410, -0.485, 3.412], [0.238, 0.295, 1.402], [1.403, -0.561, 1.413], [2.010, -0.265, 0.688], [-0.790, -0.144, 0.476], [0.506, 1.302, 1.024], [-1.302, -0.606, -0.686], [-4.697, -0.846, 2.042], [-4.007, -0.307, -1.550], [-3.298, 1.828, 0.260], [-5.077, 1.970, -0.075], [-5.664, 1.666, 0.796], [-5.333, 1.302, -0.911], [-5.282, 2.997, -0.382], [-3.034, 2.702, 1.831], [-1.959, 2.757, 2.046], [-3.529, 2.172, 2.655], [-3.436, 3.719, 1.737], [-2.459, 2.841, -0.994], [-2.421, 2.272, -1.938], [-1.446, 3.092, -0.631], [-3.074, 3.752, -1.110], [0.259, 0.369, 4.279], [-1.094, 0.393, 5.439], [1.163, 1.916, 4.256], [-1.640, -0.561, 5.401], [-1.774, 1.229, 5.213], [-0.642, 0.529, 6.430], [1.979, 1.894, 3.517], [1.578, 2.039, 5.266], [0.481, 2.751, 4.035], [1.360, -1.014, 4.568], [0.784, -1.951, 4.589], [1.819, -0.839, 5.551], [2.131, -1.067, 3.786], [-0.698, -0.295, -1.563], [-4.648, -5.458, -0.983], [-3.460, -4.803, -0.447], [-2.409, -5.532, 0.000], [-1.314, -4.917, 0.503], [-1.318, -3.515, 0.628], [-2.453, -2.775, 0.366], [-3.534, -3.437, -0.291], [-4.550, -2.876, -0.704], [-0.163, -2.925, 1.016], [-5.056, -6.089, -0.187], [-4.352, -6.074, -1.835], [-5.357, -4.683, -1.279], [-2.545, -6.610, -0.076], [-0.417, -5.477, 0.794], [0.654, -3.503, 1.163], [-0.071, -1.991, 1.416]], "lowdin_spin": [0.388, 0.072, 0.087, 0.001, -0.006, -0.002, 0.078, 0.003, 0.021, 0.000, 0.030, 0.000, 0.060, 0.033, 0.000, 0.001, 0.000, 0.044, 0.002, -0.005, -0.001, 0.045, 0.001, 0.045, 0.050, 0.018, 0.005, 0.000, 0.010, 0.001, 0.008, 0.001, 0.007, 0.000, 0.707, 0.005, 0.085, -0.002, 0.006, 0.002, 0.001, -0.012, 0.001, 0.021, 0.006, 0.088, -0.002, 0.001, 0.000, 0.000, 0.000, 0.002, 0.000, 0.000, 0.000, -0.002, 0.000, 0.000, 0.000, 0.015, 0.001, 0.004, 0.000, 0.000, 0.000, 0.000, 0.000, 0.000, 0.005, 0.000, 0.001, 0.000, -0.001, 0.000, 0.001, 0.009, -0.001, 0.013, 0.022, 0.005, 0.015, 0.004, 0.000, 0.000, 0.000, 0.000, 0.000, 0.000, 0.001]}



(2)
{"formula": "FH16InO8", "method": "the ωB97M-V functional and the def2-TZVPD basis", "multiplicity": 1, "e_above_lowest_ev": 3.3294, "e_homo_ev": -16.80, "total_charge": 2, "gap_ev": 5.48, "elements": ["In", "F", "O", "H", "H", "O", "H", "H", "O", "H", "H", "O", "H", "H", "O", "H", "H", "O", "H", "H", "O", "H", "H", "O", "H", "H"], "positions_angstrom": [[1.330, -0.387, -0.593], [-0.423, 0.233, -0.114], [0.716, 1.185, -2.383], [0.198, 1.942, -2.210], [1.214, 1.308, -3.203], [-1.927, -0.634, 1.748], [-1.599, -0.520, 2.616], [-1.263, -0.310, 1.111], [-1.577, 2.286, 1.905], [-1.272, 1.752, 2.652], [-1.507, 1.726, 1.146], [2.085, 1.597, -0.115], [2.322, 2.098, 0.701], [2.820, 1.965, -0.629], [0.402, -1.502, -2.320], [0.860, -1.716, -3.138], [-0.274, -2.143, -2.328], [1.234, -0.027, 1.994], [1.085, 0.827, 2.411], [0.876, -0.618, 2.668], [0.775, -2.227, 0.285], [1.284, -3.043, 0.427], [-0.125, -2.613, 0.351], [-2.627, -0.337, -1.360], [-2.799, -0.845, -0.582], [-1.804, 0.012, -1.034]], "lowdin_charge": [1.236, -0.325, 0.011, 0.084, 0.115, -0.024, 0.020, -0.043, -0.017, 0.030, -0.015, 0.008, 0.154, 0.125, 0.031, 0.123, 0.092, -0.039, 0.080, 0.093, 0.011, 0.144, 0.150, -0.015, 0.015, -0.042]}